# 1
Density functional theory data (ωB97M-V/def2-TZVPD) for a molecular structure, C2H2N2O3 in a non-equilibrium geometry.

```
9
Properties=species:S:1:pos:R:3
C -0.44609 0.21055 0.07443
C 0.67371 -0.26457 -0.50219
H -2.04569 0.32236 1.20372
H -0.01970 -2.11397 -1.29779
N 0.11439 1.06022 1.07278
N 1.26358 1.37367 0.86932
O -1.88375 0.15317 0.07140
O 1.61567 0.41527 -0.07640
O 0.72789 -1.15670 -1.41528
```

For the lowest unoccupied orbital energy, the calculation gives -0.5 eV. The gap between HOMO and LUMO comes out at 8.59 eV.

---

# 2
Density functional theory data (ωB97M-V/def2-TZVPD) for a molecular structure, C2H2N2O4 in a non-equilibrium geometry.

```
10
Properties=species:S:1:pos:R:3
C -2.20538 -0.90949 -0.54025
C 1.35907 0.40406 1.10614
N 0.82142 1.52426 0.39952
N 2.16871 -0.19415 0.17610
O 1.06149 1.57255 -0.77643
O -1.14903 -0.40562 -0.35143
O 2.12569 0.20900 -0.97441
O 1.02650 0.03368 2.22729
H -2.11865 -1.99917 -0.86223
H -3.08982 -0.23512 -0.40430
```

For the lowest unoccupied orbital energy (alpha / beta), the calculation gives -1.3 / -1.5 eV. The gap between HOMO and LUMO (alpha / beta) comes out at 8.55 / 8.12 eV.

---

# 3
Density functional theory data (ωB97M-V/def2-TZVPD) for a single C2H2N2O4 molecule in a non-equilibrium geometry.

```
10
Properties=species:S:1:pos:R:3
C -1.71335 -0.00205 -0.00113
C 0.40352 0.68216 0.11463
H 1.64649 -2.08328 0.06660
H 1.37168 2.19871 -0.24936
N 0.34268 -0.72295 0.46885
N 1.51407 1.29426 0.06345
O 1.17288 -1.38229 -0.43378
O -0.96632 -1.11060 0.20368
O -2.90983 0.00998 -0.12258
O -0.86184 1.11607 -0.11037
```

As for the SMILES: [H]/N=c1\oc(=O)on1O. For the lowest unoccupied orbital energy, the calculation gives 0.5 eV. The gap between HOMO and LUMO comes out at 11.15 eV.